This record from OMol25 describes a molecular structure, C35H74Cl6O11 in a non-equilibrium geometry. The level of theory is ωB97M-V/def2-TZVPD.

Structure (XYZ):
```
126
Properties=species:S:1:pos:R:3:forces:R:3:mulliken_charge:R:1
C 1.477 -0.622 -2.907 0.00 -1.40 0.26 1.890
C 1.645 -0.659 -4.404 -1.72 -0.31 0.41 -1.073
C 0.387 -1.489 -4.676 1.28 -0.47 -1.67 -0.757
O 0.321 -2.497 -3.676 -1.11 -0.46 -0.89 -0.643
C 0.940 -2.030 -2.530 3.53 4.48 -4.23 0.175
H 0.736 0.127 -2.628 1.30 -1.29 -0.61 -0.322
H 2.407 -0.321 -2.424 -1.00 -1.32 -0.50 0.129
H 2.613 -1.069 -4.689 -0.29 -0.34 -0.27 0.394
H 1.485 0.319 -4.858 0.20 -0.34 -0.18 0.437
H 0.544 -1.960 -5.647 -0.63 -0.37 -0.04 0.538
H -0.500 -0.856 -4.710 -0.05 -0.16 0.05 0.155
H 1.840 -2.628 -2.383 -0.46 -0.52 -0.07 0.931
H 0.244 -2.039 -1.691 0.84 4.31 -3.82 -0.844
C -3.557 0.737 -2.396 -2.49 0.70 -1.10 -1.204
C -2.462 0.208 -1.573 -0.20 1.09 -0.51 1.098
C -1.819 -0.830 -2.477 -1.48 -1.00 -0.12 1.009
O -2.462 -0.774 -3.754 -0.23 0.11 -0.17 -0.647
C -3.201 0.453 -3.856 0.69 0.32 1.14 -0.094
H -3.768 1.765 -2.102 0.01 0.29 -0.54 0.454
H -4.529 0.248 -2.333 -0.06 -0.44 0.96 0.247
H -2.834 -0.148 -0.613 0.84 1.53 -1.67 -0.760
H -1.774 1.035 -1.397 -1.07 -0.71 0.26 -0.295
H -2.034 -1.837 -2.117 0.34 -0.26 0.12 0.215
H -0.743 -0.668 -2.543 -1.36 -1.13 -0.84 0.187
H -4.081 0.382 -4.496 0.25 -0.35 -0.11 0.636
H -2.524 1.257 -4.144 -1.68 -2.65 -0.24 -0.432
C 0.009 3.671 0.128 -0.18 -1.27 -0.29 -0.391
C 1.103 4.648 -0.265 -0.38 -0.16 -0.09 -0.776
C 2.262 4.201 0.631 -1.04 0.69 0.17 -0.761
O 1.816 3.052 1.350 -2.28 6.93 -4.21 -0.154
C 0.751 2.418 0.701 -0.23 6.27 -3.99 0.939
H -0.634 3.413 -0.713 -0.25 0.15 -0.08 -0.063
H -0.621 4.053 0.931 -0.03 0.17 -0.01 0.571
H 0.754 5.671 -0.123 0.35 0.08 0.04 0.541
H 1.368 4.519 -1.314 -0.08 0.15 -0.03 0.079
H 2.491 4.970 1.369 0.28 -0.10 0.11 0.451
H 3.132 4.053 -0.010 0.43 -0.54 0.21 0.294
H 0.159 1.747 1.325 0.11 3.22 -1.54 0.041
H 1.149 1.758 -0.070 0.74 2.18 0.12 -1.645
C -3.449 -1.064 2.891 0.67 -1.54 0.74 -1.144
C -2.748 -1.188 1.554 -4.29 -1.00 0.40 1.601
C -3.953 -1.145 0.602 -1.12 -0.53 0.43 0.541
O -4.856 -0.183 1.204 0.46 -0.92 0.11 -0.531
C -4.780 -0.436 2.637 -0.22 1.33 -0.60 -0.555
H -2.865 -0.555 3.658 -0.04 0.16 -0.02 0.209
H -3.554 -2.079 3.274 -0.56 0.41 0.13 0.110
H -2.148 -2.093 1.459 -1.84 0.33 -0.71 0.194
H -2.080 -0.363 1.306 -4.83 -2.54 2.56 -0.972
H -4.455 -2.099 0.442 -0.22 -0.55 0.88 0.316
H -3.742 -0.922 -0.444 -1.13 -0.16 0.90 0.426
H -5.601 -1.032 3.035 -0.20 -0.13 -0.43 0.335
H -4.825 0.543 3.115 -0.25 0.09 -0.04 0.287
C 0.005 0.310 -0.600 0.38 -1.31 2.34 0.938
C -0.897 -0.474 0.323 1.87 0.82 -2.09 -0.418
C -0.035 -1.431 1.074 1.01 1.40 -1.93 -0.099
O 1.236 -1.422 0.451 -6.02 9.17 2.63 -0.853
C 1.359 -0.070 0.019 -1.45 -2.23 -1.38 1.630
H -0.111 1.390 -0.517 -0.96 -1.47 -0.44 0.128
H -0.176 -0.065 -1.608 0.99 0.74 2.18 -1.709
H -1.700 -0.967 -0.224 1.51 -0.33 0.54 0.328
H -1.402 0.154 1.058 3.87 2.67 -2.61 0.402
H -0.399 -2.451 0.951 1.23 2.90 -0.98 -1.235
H 0.016 -1.210 2.140 1.67 0.70 -3.38 -1.541
H 2.054 -0.016 -0.819 -4.17 -2.61 1.54 -1.863
H 1.776 0.519 0.836 -0.16 -1.07 -1.71 0.460
C -0.748 -2.718 2.597 -0.95 -4.64 4.81 0.921
C 0.610 -2.603 3.320 -0.57 0.10 0.15 -0.941
C 0.159 -2.308 4.765 1.04 -2.49 -0.85 -0.056
O -0.987 -3.131 4.926 -0.91 1.24 0.63 -0.540
C -1.536 -3.492 3.640 0.61 -0.05 0.88 -0.459
H -0.728 -3.333 1.697 -0.42 -1.27 1.53 -0.610
H -1.121 -1.743 2.286 -0.89 -2.19 2.88 0.805
H 1.207 -1.750 2.997 -0.10 -1.44 -0.12 0.406
H 1.208 -3.505 3.196 -0.07 -0.09 0.29 0.512
H 0.070 -1.230 4.902 -0.54 -0.28 0.68 0.124
H 0.912 -2.736 5.428 0.04 0.49 0.39 0.441
H -2.604 -3.277 3.594 0.28 -0.57 0.30 0.038
H -1.314 -4.559 3.622 -0.46 -0.18 -0.70 0.324
C -0.451 1.686 -2.959 -1.01 1.70 -0.32 2.541
C 0.971 2.129 -3.132 -0.80 0.80 -1.40 0.378
C 0.915 2.745 -4.536 -0.48 0.04 0.38 -0.916
O -0.360 3.377 -4.615 -0.75 0.27 0.23 -0.557
C -1.361 2.664 -3.790 3.83 0.88 0.26 0.080
H -0.629 1.723 -1.884 -0.30 0.66 -1.67 -1.720
H -0.561 0.656 -3.296 -0.15 0.97 -0.45 -0.148
H 1.624 1.257 -3.151 -1.96 1.84 0.66 -2.061
H 1.353 2.861 -2.420 -0.37 -0.04 0.18 -0.414
H 0.984 1.964 -5.293 -0.10 -0.13 -0.21 0.339
H 1.709 3.450 -4.782 -0.20 0.30 0.21 0.416
H -2.076 2.177 -4.452 1.19 2.30 -0.17 0.157
H -1.775 3.345 -3.046 -0.50 0.37 -0.56 0.389
C 3.328 0.317 2.745 1.25 0.39 -0.78 -1.014
C 2.908 1.699 2.237 1.47 -1.72 2.88 0.459
O 2.208 2.493 3.246 2.50 -0.73 0.86 -0.722
O 2.201 -0.480 3.083 1.84 0.31 -0.81 -0.537
H 4.098 0.305 3.517 -0.21 0.14 0.44 0.544
H 3.741 -0.231 1.898 0.26 1.02 0.80 0.010
H 2.297 1.634 1.336 2.23 -1.65 1.42 -0.025
H 3.793 2.271 1.957 0.11 -0.20 0.01 0.759
H 1.484 1.971 3.598 1.93 1.18 -1.23 0.318
H 1.864 0.003 3.841 -0.03 -0.56 0.94 0.508
C 0.049 1.351 4.303 -2.96 -0.95 0.54 -2.056
C -0.419 0.419 3.172 0.22 1.50 -0.06 0.996
O 0.329 0.752 2.017 -1.92 -3.71 6.30 1.128
O 1.347 1.000 4.699 -1.41 -1.26 3.60 -0.519
H -0.649 1.251 5.133 -0.02 0.01 0.19 0.608
H 0.034 2.391 3.977 -0.33 0.08 -0.12 0.626
H -1.458 0.594 2.891 0.01 0.25 0.64 0.555
H -0.283 -0.646 3.358 -0.41 1.06 0.96 0.161
H 1.172 0.326 2.188 0.92 -0.69 0.37 -1.072
H 1.505 1.328 5.587 0.33 0.06 0.11 0.450
C -0.491 -4.689 -0.830 -1.10 -1.39 -0.98 -0.647
Cl 0.044 -5.831 0.370 0.16 -0.59 1.05 -0.184
Cl 0.229 -3.128 -0.775 -4.72 -10.12 3.57 1.229
H -0.252 -5.168 -1.779 0.29 0.34 -0.05 0.387
H -1.578 -4.624 -0.841 0.03 0.19 0.46 0.395
C 3.943 1.815 -2.102 0.42 -0.14 -0.17 0.031
Cl 3.341 0.584 -1.010 7.78 5.75 -0.93 0.068
Cl 3.308 1.175 -3.634 6.31 1.66 -1.79 -0.009
H 3.473 2.753 -1.806 0.04 -0.04 -0.40 -0.075
H 5.029 1.873 -2.027 -0.13 0.06 -0.60 0.493
C 2.465 -2.575 -0.154 3.54 -3.49 -0.12 1.501
Cl 3.231 -4.133 -0.644 0.58 -0.58 -0.77 -0.263
Cl 3.705 -1.545 0.490 1.89 -2.31 0.57 -0.417
H 2.050 -2.030 -1.002 1.64 -1.23 0.27 -0.597
H 1.719 -2.799 0.608 2.96 -2.73 -0.27 -0.070
```
Forces are in eV/Å.

E_LUMO   -0.01 eV
Net charge   0


This record from OMol25 describes 3 unconnected molecules or ions with the total composition C27H55Cl2FNO5P2 in a non-equilibrium geometry. The level of theory is ωB97M-V/def2-TZVPD.

Structure (XYZ):
```
93
Properties=species:S:1:pos:R:3:forces:R:3:mulliken_charge:R:1
C 1.054 -3.036 0.328 0.03 -0.07 -0.29 -1.592
C 1.079 -1.544 -0.101 0.04 -0.76 0.37 -0.299
P -0.669 -1.114 -0.508 0.17 0.12 0.04 -0.155
C -1.356 -0.740 1.187 -0.17 0.03 0.27 -0.189
C -0.499 -1.062 2.415 -0.21 -0.19 0.02 -1.458
C -0.877 0.694 -1.077 -0.01 0.03 0.00 -1.039
C -2.414 0.907 -1.197 0.17 0.16 0.23 0.273
C -3.311 -0.242 -1.699 -0.18 -0.05 0.07 -1.712
C -3.151 -0.730 -3.145 0.11 0.19 -0.06 0.720
C -2.430 -2.043 -3.386 0.08 -0.02 0.12 -1.274
F -4.443 -0.855 -3.656 -0.13 -0.11 -0.04 -0.435
C -2.749 2.173 -1.997 -0.25 0.15 -0.01 -2.179
C -1.627 3.198 -2.088 0.18 -0.21 -0.20 0.064
P -1.024 3.991 -0.482 -0.09 -0.14 0.01 0.267
C -1.181 5.768 -0.919 0.19 0.25 -0.16 -1.162
C -2.468 3.805 0.662 -0.08 0.03 0.20 -1.208
C -0.480 2.546 -2.895 -0.21 -0.04 -0.14 0.182
C 0.765 3.439 -3.007 0.12 -0.27 -0.08 -1.300
O 0.312 4.715 -3.374 -0.08 0.08 0.01 -0.281
C 0.201 4.924 -4.773 0.01 0.02 -0.17 -0.767
N -0.269 1.058 -2.437 0.16 0.05 0.25 0.330
C 1.059 0.380 -2.737 -0.23 -0.20 0.01 -0.798
Cl 1.254 0.512 -4.493 0.29 -0.06 -0.05 -0.047
C 2.326 0.640 -1.858 0.14 -0.01 -0.13 -0.111
C 2.112 1.172 -0.436 0.22 0.16 0.07 -0.282
Cl 3.631 1.543 -2.687 -0.28 0.24 -0.06 -0.126
H 0.040 -3.454 0.320 0.15 0.04 0.14 0.334
H 1.476 -3.165 1.324 -0.08 -0.01 -0.05 0.376
H 1.635 -3.650 -0.366 -0.07 0.06 0.11 0.288
H 1.518 -0.938 0.694 -0.35 -0.84 0.02 0.229
H 1.730 -1.433 -0.967 -0.29 -0.27 0.22 0.734
H -2.308 -1.273 1.258 0.04 0.09 0.04 0.410
H -1.595 0.329 1.218 0.03 -0.18 0.08 0.169
H -0.350 -2.137 2.546 0.06 0.14 -0.07 0.290
H -1.006 -0.713 3.316 0.06 -0.01 -0.10 0.429
H 0.473 -0.571 2.383 -0.03 0.00 0.06 0.343
H -0.485 1.405 -0.342 -0.04 -0.14 -0.26 0.814
H -2.712 1.098 -0.161 -0.09 -0.10 -0.22 0.525
H -4.321 0.187 -1.669 0.11 -0.12 0.03 0.533
H -3.329 -1.100 -1.018 0.09 0.14 -0.09 0.660
H -2.700 0.057 -3.769 0.05 -0.04 0.00 0.154
H -2.637 -2.762 -2.591 -0.05 0.02 -0.13 0.289
H -1.342 -1.917 -3.427 -0.15 0.03 0.02 0.205
H -2.763 -2.439 -4.346 0.06 0.00 0.06 0.454
H -3.019 1.900 -3.025 -0.02 0.04 0.06 0.556
H -3.656 2.609 -1.568 0.10 0.01 -0.18 0.558
H -1.976 4.009 -2.737 0.08 -0.11 0.19 1.053
H -1.760 5.922 -1.836 0.03 -0.01 0.20 0.300
H -0.185 6.192 -1.078 -0.20 0.00 0.00 0.340
H -1.667 6.297 -0.098 0.13 0.02 -0.05 0.477
H -2.107 3.407 1.616 -0.12 0.06 -0.13 0.238
H -2.917 4.784 0.848 0.06 -0.13 0.03 0.464
H -3.264 3.156 0.300 0.06 -0.01 0.02 0.374
H -0.834 2.427 -3.928 -0.06 -0.10 0.22 0.352
H 1.466 3.043 -3.745 0.01 0.02 0.10 0.651
H 1.280 3.553 -2.064 0.14 -0.08 0.35 0.106
H -0.183 4.037 -5.293 0.02 0.12 0.04 0.329
H -0.500 5.747 -4.919 0.10 -0.06 -0.03 0.308
H 1.174 5.192 -5.199 -0.09 -0.05 0.02 0.297
H -0.882 0.540 -3.069 0.03 0.08 -0.14 0.125
H 0.813 -0.676 -2.608 -0.01 0.17 0.16 0.827
H 2.763 -0.358 -1.764 0.06 0.34 -0.18 0.839
H 1.783 0.361 0.220 0.28 1.17 -0.50 -0.465
H 3.069 1.540 -0.056 -0.12 -0.07 -0.12 0.664
H 1.395 1.980 -0.357 0.01 0.33 -0.18 -0.074
O -0.227 -0.763 5.672 0.15 -0.07 -0.07 -0.538
C -0.801 0.131 6.229 -0.08 0.07 0.02 0.864
O -1.923 0.613 5.649 -0.01 0.02 0.06 -0.377
C -2.777 1.565 6.301 -0.05 0.02 -0.01 -0.467
C -2.317 2.991 6.092 0.04 -0.03 -0.03 -0.784
C -0.283 0.755 7.501 -0.05 -0.07 0.03 -1.111
H -2.879 1.320 7.358 0.00 0.00 0.00 0.375
H -3.750 1.402 5.840 -0.01 0.03 0.00 0.333
H -1.341 3.171 6.543 -0.01 0.00 0.02 0.273
H -3.031 3.682 6.541 -0.01 0.00 0.00 0.375
H -2.248 3.211 5.026 0.00 0.01 0.00 0.125
H 0.414 1.548 7.228 0.00 0.02 0.00 0.279
H 0.267 -0.008 8.044 0.03 0.00 -0.02 0.331
H -1.049 1.178 8.144 0.01 0.01 -0.01 0.337
O 2.446 -8.165 0.746 -0.12 -0.15 0.02 -0.547
C 3.484 -7.623 0.508 0.06 0.09 -0.06 0.708
O 3.455 -6.290 0.256 0.03 0.08 0.06 -0.332
C 4.638 -5.501 0.115 0.07 0.10 -0.09 -0.406
C 5.186 -5.527 -1.298 -0.06 -0.05 0.00 -0.984
C 4.794 -8.368 0.419 -0.01 0.02 0.08 -0.935
H 5.394 -5.786 0.846 -0.04 -0.04 0.02 0.402
H 4.310 -4.493 0.373 0.04 0.02 0.01 0.276
H 5.518 -6.526 -1.580 0.02 0.00 0.01 0.280
H 6.036 -4.850 -1.385 0.00 0.01 0.01 0.370
H 4.416 -5.214 -2.004 0.01 0.00 -0.01 0.293
H 4.903 -8.737 -0.601 0.01 0.00 -0.01 0.260
H 4.733 -9.223 1.085 -0.02 -0.02 -0.03 0.308
H 5.670 -7.776 0.668 0.00 0.00 -0.01 0.315
```
Forces are in eV/Å.

E_LUMO   -2.06 eV
Net charge   +1


no.,frontier orbital gap (eV),E_tot (eV)
1,8.1,-135103.826
2,9.3,-86950.772